No. 1
Entry from the Open Molecules 2025 dataset: a 8-piece molecular cluster, C10H36O8 overall (ωB97M-V with the def2-TZVPD basis set).

As for the highest occupied orbital energy: -10.25 eV. The calculation puts the HOMO-LUMO gap at 10.43 eV. As for the net charge: 0. As for the relative energy (zero: lowest compared OMol25 entry of this formula, charge and spin): 4.915 eV. The multiplicity is 1. The SMILES is CC(C)O.CO.CO.CO.CO.CO.CO.CO.

Each line ends with the Löwdin charge.
Element x y z (Å)
C 21.7075 15.5707 17.5011  -0.0676
C 20.9348 15.3408 16.1734  -0.4238
C 21.8634 15.0936 14.8935  -0.0409
O 20.0871 14.1561 16.3257  -0.0844
H 22.4313 16.3785 17.3926  0.0691
H 22.2399 14.6884 17.8564  0.0784
H 21.0601 15.9569 18.2883  0.0676
H 20.2760 16.1864 15.9753  0.1194
H 21.2687 14.7509 14.0467  0.0697
H 22.5644 14.2937 15.1320  0.0697
H 22.4234 16.0077 14.6967  0.0690
H 19.4277 14.3496 16.9961  0.0737
C 13.9143 13.4198 13.3655  -0.1659
O 15.2962 13.3389 13.0047  -0.1214
H 13.5348 12.4352 13.6386  0.0685
H 13.7093 14.0136 14.2562  0.0731
H 13.3455 13.7972 12.5157  0.0776
H 15.7443 13.2685 13.8508  0.0683
C 8.6754 19.6729 13.5873  -0.1813
O 8.0402 19.7771 12.3185  -0.1088
H 8.1838 20.0247 14.4944  0.0745
H 9.2460 18.7653 13.7842  0.0743
H 9.4873 20.3796 13.4156  0.0734
H 7.4522 19.0183 12.3152  0.0680
C 13.9386 11.2734 7.8576  -0.1727
O 15.3244 11.3537 8.1651  -0.1159
H 13.7746 10.8598 6.8625  0.0756
H 13.3980 10.6536 8.5729  0.0723
H 13.4215 12.2295 7.7776  0.0687
H 15.4674 11.6760 9.0580  0.0718
C 15.2418 17.1028 19.5366  -0.1603
O 15.4038 15.6749 19.4206  -0.1210
H 16.0379 17.5800 20.1080  0.0678
H 15.1651 17.5824 18.5608  0.0760
H 14.3810 17.4527 20.1065  0.0692
H 15.0600 15.2349 20.2016  0.0683
C 7.8378 10.7764 9.4400  -0.2006
O 7.9687 9.4326 9.1516  -0.1078
H 8.7554 11.2638 9.7693  0.0733
H 7.3964 11.1964 8.5362  0.0833
H 7.1425 11.0056 10.2476  0.0727
H 7.9568 8.8795 9.9361  0.0790
C 9.2990 13.4352 17.3268  -0.1986
O 8.7732 12.9397 16.1472  -0.1105
H 10.1872 12.8807 17.6295  0.0749
H 9.5288 14.4994 17.2745  0.0814
H 8.5756 13.2954 18.1300  0.0738
H 8.6330 11.9976 16.2675  0.0790
C 15.6420 6.9920 15.8104  -0.1525
O 16.0849 5.8358 16.5688  -0.1234
H 14.7124 6.6809 15.3338  0.0663
H 15.2529 7.8179 16.4059  0.0677
H 16.3076 7.4333 15.0685  0.0759
H 16.8389 5.4496 16.1172  0.0659


No. 2
Entry from the Open Molecules 2025 dataset: one molecule with the formula C4H11N2O (ωB97M-V with the def2-TZVPD basis set).

As for the highest occupied orbital energy (alpha / beta): -3.48 / -10.22 eV. The calculation puts the HOMO-LUMO gap (alpha / beta) at 4.08 / 10.74 eV. As for the net charge: 0. As for the relative energy (zero: lowest compared OMol25 entry of this formula, charge and spin): 1.718 eV. The multiplicity is 2.

Each line ends with the Löwdin charge.
Element x y z (Å)
N -0.3397 0.4925 -2.0627  0.0733
C -0.0139 -0.0407 -0.7444  -0.3908
C 1.4518 0.2371 -0.4714  -0.0811
C -0.8637 0.6636 0.3799  -0.4875
N -0.8732 0.1624 1.6361  0.0332
C -0.1275 -1.0730 2.0154  -0.0542
O -1.5258 1.6087 -0.0025  0.0296
H -1.3649 0.5292 -2.3295  0.0754
H 0.0173 1.4436 -2.2936  0.0833
H 0.0466 -0.1745 -2.7988  0.0228
H -0.3126 -1.0860 -0.6612  0.1041
H 1.6464 1.3078 -0.6431  0.0914
H 1.8280 0.1300 0.5365  0.0604
H 2.0759 -0.4092 -1.1034  0.0722
H -1.7229 0.2268 2.1718  0.1364
H 0.9270 -0.9149 1.8453  0.0595
H -0.4946 -1.9188 1.4474  0.0808
H -0.3541 -1.1844 3.0782  0.0911


No. 3
Entry from the Open Molecules 2025 dataset: one molecule with the formula C5H10O2 (ωB97M-V with the def2-TZVPD basis set).

As for the highest occupied orbital energy: -9.08 eV. The calculation puts the HOMO-LUMO gap at 9.83 eV. As for the net charge: 0. As for the relative energy (zero: lowest compared OMol25 entry of this formula, charge and spin): 1.951 eV. The multiplicity is 1. The SMILES is CC[C@@H](O)/C=C\O.

Each line ends with the Löwdin charge.
Element x y z (Å)
C 2.3900 0.3781 0.0332  -0.1039
C 1.1605 -0.4634 0.3764  -0.2092
C -0.1002 0.0901 -0.2740  -0.4197
O 0.1816 0.1992 -1.6675  -0.0392
C -1.3723 -0.7203 -0.1791  -0.0571
C -2.5210 -0.2162 0.2782  -0.1925
O -2.5794 0.8150 1.1649  0.0043
H 3.2950 -0.0353 0.4906  0.0705
H 2.5344 0.4115 -1.0498  0.0702
H 2.2744 1.4115 0.3842  0.0768
H 1.3051 -1.4968 0.0402  0.1170
H 1.0107 -0.4951 1.4634  0.1134
H -0.2843 1.1000 0.1363  0.1405
H -0.6459 0.4594 -2.0938  0.0983
H -1.3838 -1.6522 -0.7337  0.1132
H -3.5116 -0.5410 -0.0326  0.1181
H -1.7533 0.7555 1.6630  0.0994


No. 4
Entry from the Open Molecules 2025 dataset: C24H23AsN3O6PtSSb as an isolated structure (ωB97M-V with the def2-TZVPD basis set).

As for the highest occupied orbital energy (alpha / beta): -8.43 / -8.37 eV. The calculation puts the HOMO-LUMO gap (alpha / beta) at 7.24 / 7.23 eV. As for the net charge: 0. As for the relative energy (zero: lowest compared OMol25 entry of this formula, charge and spin): 2.249 eV. The multiplicity is 1.

Each line ends with the Löwdin charge.
Element x y z (Å)
Pt -0.0702 -0.1947 0.1500  1.0895
C -3.9232 -2.4610 0.5980  -0.0244
C -2.7083 -2.8773 -0.1746  -0.3378
C -2.8051 -3.3537 -1.4809  -0.0174
C -1.6613 -3.7294 -2.1556  -0.0432
C -0.4398 -3.6819 -1.4956  -0.1135
C -0.4271 -3.1750 -0.2110  -0.5005
N -1.5249 -2.7767 0.4402  0.0463
Sb 1.3370 -3.2466 1.0496  1.5062
C 0.5715 -1.8890 2.5904  -0.4156
C 0.5127 -2.3635 3.8900  -0.1168
C 0.1381 -1.5052 4.9114  -0.0458
C -0.1317 -0.1875 4.6008  -0.0124
C -0.0580 0.2448 3.2800  -0.2888
C -0.3106 1.6729 2.9235  -0.0216
N 0.2650 -0.6129 2.2966  -0.0398
C 2.5523 -1.6625 0.1678  -0.4549
C 3.6170 -1.9944 -0.6490  -0.1091
C 4.3353 -0.9737 -1.2532  -0.0305
C 3.9957 0.3378 -0.9793  -0.0127
C 2.9288 0.6047 -0.1346  -0.3176
C 2.5095 2.0085 0.1769  -0.0186
N 2.2166 -0.3928 0.4151  -0.0263
H -4.5368 -3.3317 0.8377  0.0822
H -4.5204 -1.7657 0.0093  0.0828
H -3.6215 -1.9682 1.5187  0.0763
H -3.7723 -3.3847 -1.9632  0.1198
H -1.7136 -4.0590 -3.1847  0.1141
H 0.4756 -4.0082 -1.9705  0.0998
H 0.7584 -3.3978 4.0875  0.0873
H 0.0805 -1.8518 5.9347  0.1136
H -0.3952 0.5231 5.3712  0.1160
H -0.3901 2.2903 3.8154  0.0854
H -1.2336 1.7381 2.3503  0.0604
H 0.4936 2.0439 2.2884  0.0678
H 3.8581 -3.0347 -0.8222  0.0931
H 5.1456 -1.1979 -1.9341  0.1159
H 4.5360 1.1580 -1.4289  0.1210
H 2.9843 2.7116 -0.5037  0.0874
H 2.7768 2.2693 1.2029  0.0893
H 1.4269 2.0911 0.0704  0.0472
O 1.8389 1.2629 -3.3934  -0.2877
As 0.2253 0.6335 -2.8272  0.8737
O -0.4598 0.1656 -4.2127  -0.4447
O 0.7970 -0.5447 -1.7671  -0.5143
C -0.3680 2.3288 -2.0288  -0.2379
C 0.3380 3.4823 -2.3591  -0.0869
C -0.0930 4.7194 -1.9049  -0.0663
C -1.2288 4.8276 -1.1126  -0.0638
C -1.9391 3.6868 -0.7792  -0.0500
C -1.5085 2.4551 -1.2456  -0.2821
S -2.4090 0.9994 -0.7708  0.4591
O -1.8142 -0.0875 -1.5533  -0.4289
O -3.8135 1.2065 -0.9749  -0.2717
O -2.0565 0.8221 0.6722  -0.4173
H 1.9316 0.9003 -4.2832  0.0328
H 1.2257 3.3931 -2.9686  0.0974
H 0.4573 5.6082 -2.1844  0.1057
H -1.5609 5.7983 -0.7702  0.1066
H -2.8341 3.7258 -0.1717  0.1220


No. 5
Entry from the Open Molecules 2025 dataset: C4H7HgO7 as an isolated structure (ωB97M-V with the def2-TZVPD basis set).

As for the highest occupied orbital energy (alpha / beta): -8.09 / -8.08 eV. The calculation puts the HOMO-LUMO gap (alpha / beta) at 6.28 / 4.09 eV. As for the net charge: 0. The multiplicity is 2.

Each line ends with the Löwdin charge.
Element x y z (Å)
O 0.9086 -2.0372 -0.3419  0.0315
C 1.1164 -2.2625 0.8919  -0.6887
O 0.2196 -1.9957 1.7533  0.0040
O 2.3545 -2.0188 1.2944  0.1075
H 2.3858 -1.3235 1.9654  0.1204
C -0.8008 -0.9317 -0.3917  -0.3039
C -0.5347 -0.3449 0.9910  -0.0330
O -1.6949 -2.0170 -0.3714  -0.0030
H -0.1064 0.1717 -1.3525  0.2748
H -1.4958 -0.2083 -0.8569  0.1406
H -1.4081 -0.4405 1.6445  0.1078
H 0.4524 0.1174 1.1306  0.1196
H -2.5199 -1.7507 0.0468  0.1073
H -0.5802 1.2470 0.5330  0.2505
O -0.3746 2.5223 -0.1421  -0.0946
C 0.5295 2.3510 -1.0665  -0.9775
O 0.2676 1.4662 -1.9840  -0.0942
O 1.4195 3.2231 -1.2442  -0.1312
Hg -0.1385 4.2321 -2.4998  1.0620


No. 6
Entry from the Open Molecules 2025 dataset: a 2-piece molecular cluster, C2H4IN3S overall (ωB97M-V with the def2-TZVPD basis set).

As for the highest occupied orbital energy (alpha / beta): -8.22 / -8.22 eV. The calculation puts the HOMO-LUMO gap (alpha / beta) at 7.11 / 7.11 eV. As for the net charge: 0. As for the relative energy (zero: lowest compared OMol25 entry of this formula, charge and spin): 2.697 eV. The multiplicity is 1.

Each line ends with the Löwdin charge.
Element x y z (Å)
C -0.2209 -1.0949 0.2965  -0.3331
C -0.4425 -0.2367 -1.0043  -0.2140
N 0.8886 1.7497 -1.3007  0.2366
N 0.8290 -1.1083 1.0209  -0.4288
N 0.2080 0.9735 -0.7729  -0.3048
S -0.6434 1.7550 1.3888  0.3981
I 2.7949 -0.8860 0.3575  0.7118
H -0.4871 1.0755 2.3681  -0.4171
H -1.0663 -1.6499 0.5540  0.0885
H -0.3456 -0.5346 -2.0853  0.1487
H -1.5145 -0.0432 -0.8225  0.1141


no.,maximum force (hartree/bohr)
1,0.0559
2,0.0627
3,0.0091
4,0.1096
5,0.1003
6,0.1199